[1]
# C19H29FN2O5S

A single C19H29FN2O5S molecule (ωB97M-V/def2-TZVPD, OMol25).

Values from the calculation:
HOMO level	-0.361	Ha
energy	-46944.807	eV
ΔE to the lowest compared entry with this formula, charge and spin	5.8	kcal per mole
SMILES string	O=C(NC[C@H]1C[C@@H]2CC[C@H]1N2C(=O)[C@H]1CCS(=O)(=O)C1)[C@@H](F)C1CCOCC1

Cartesian coordinates (Å):
O 1.54 -1.33 0.38
C 0.92 -0.30 0.51
N -0.24 -0.03 -0.15
C -0.80 -0.97 -1.10
C -1.92 -1.81 -0.51
C -3.16 -0.95 -0.11
C -4.28 -1.55 -0.97
C -4.64 -2.94 -0.42
C -3.41 -3.79 -0.83
C -2.53 -2.77 -1.55
N -3.54 -1.91 -2.18
C -3.76 -1.45 -3.42
O -4.65 -0.65 -3.68
C -2.81 -1.92 -4.52
C -3.60 -2.10 -5.85
C -3.46 -0.81 -6.66
S -1.74 -0.42 -6.45
O -0.96 -1.42 -7.15
O -1.45 0.97 -6.65
C -1.73 -0.84 -4.71
C 1.43 0.83 1.41
F 1.39 0.35 2.72
C 2.85 1.22 1.05
C 2.92 1.74 -0.39
C 4.33 2.22 -0.70
O 4.75 3.22 0.21
C 4.78 2.73 1.54
C 3.40 2.29 2.00
H -0.70 0.84 0.02
H -1.16 -0.41 -1.96
H 0.02 -1.62 -1.42
H -1.52 -2.37 0.34
H -3.39 -0.99 0.96
H -3.01 0.10 -0.38
H -5.12 -0.89 -1.19
H -4.80 -2.91 0.66
H -5.55 -3.31 -0.89
H -2.89 -4.24 0.02
H -3.70 -4.60 -1.51
H -1.80 -3.18 -2.25
H -2.35 -2.87 -4.25
H -3.17 -2.92 -6.42
H -4.64 -2.31 -5.65
H -3.66 -0.92 -7.72
H -4.03 0.01 -6.23
H -1.96 0.09 -4.18
H -0.72 -1.17 -4.46
H 0.76 1.70 1.38
H 3.45 0.32 1.13
H 2.64 0.96 -1.10
H 2.23 2.58 -0.52
H 5.02 1.37 -0.66
H 4.38 2.66 -1.69
H 5.48 1.89 1.61
H 5.16 3.54 2.16
H 2.73 3.16 2.01
H 3.45 1.90 3.02



[2]
# C5H6BrN

2 unconnected molecules or ions with the total composition C5H6BrN (ωB97M-V/def2-TZVPD, OMol25).

Values from the calculation:
HOMO level (alpha / beta)	-0.286 / -0.384	Ha
energy	-76806.929	eV
ΔE to the lowest compared entry with this formula, charge and spin	60.9	kcal per mole
2S+1	3

Cartesian coordinates (Å):
C -1.31 -2.95 -0.11
C 0.69 -0.31 0.04
C -0.10 -0.11 -1.27
C -0.76 -0.58 -0.08
C -1.84 -0.11 0.82
N -1.45 -4.08 0.04
Br -3.18 0.95 -0.03
H 1.46 -1.09 -0.04
H 0.92 0.39 0.78
H -0.21 0.90 -1.82
H 0.45 -0.72 -2.00
H -1.44 0.56 1.54
H -2.35 -0.90 1.41



[3]
# H8N2Si2

A single H8N2Si2 molecule (ωB97M-V/def2-TZVPD, OMol25).

Values from the calculation:
HOMO level	-0.332	Ha
energy	-18862.711	eV
ΔE to the lowest compared entry with this formula, charge and spin	88.0	kcal per mole
SMILES string	NN[SiH2][SiH3]

Cartesian coordinates (Å):
N -0.24 -2.47 -0.78
N 0.15 -1.05 -0.68
Si 0.27 2.15 0.22
Si -0.17 0.02 0.67
H 0.70 -2.82 -0.72
H -0.86 -2.66 -0.07
H 0.07 -0.51 -1.62
H -0.39 2.73 -1.06
H 0.07 3.16 1.18
H 1.63 2.03 -0.13
H -1.64 0.13 1.12
H 0.40 -0.71 1.87